# 1
The following is a DFT calculation (ωB97M-V/def2-TZVPD) of C5H13N in the gas phase.

Output
Energy = -253.0580 a.u.
Structure (SMILES) = CCC[C@@H](C)N
2S+1 = 1

Geometry as XYZ:
```
19
Properties=species:S:1:pos:R:3:forces:R:3:lowdin_charge:R:1
C 2.0447 -0.4371 1.3201 0.047 0.453 -0.099 -0.11
C 0.8237 -1.1978 0.8186 0.086 -0.383 0.713 -0.27
C 0.2595 -0.6747 -0.4783 -0.133 0.019 -0.814 -0.21
C -0.5272 0.6276 -0.3538 -0.307 0.068 0.064 -0.47
C -0.9064 1.1592 -1.7369 0.514 0.049 0.209 -0.08
N -1.6865 0.4115 0.5139 0.056 -0.118 0.131 0.03
H 1.7795 0.5844 1.6071 -0.098 -0.090 0.184 0.07
H 2.8165 -0.2964 0.5649 0.080 -0.319 -0.224 0.07
H 2.5033 -0.9235 2.1781 -0.021 0.001 0.090 0.07
H 1.0137 -2.2778 0.8273 0.255 0.141 -0.572 0.10
H 0.0528 -1.1250 1.5794 -0.294 0.251 0.123 0.09
H 1.0305 -0.5269 -1.2435 0.238 0.025 0.226 0.11
H -0.4137 -1.3902 -0.9608 -0.129 -0.212 0.245 0.11
H 0.0795 1.3772 0.1513 0.206 0.085 0.038 0.13
H -0.0005 1.3697 -2.3132 -0.107 -0.032 -0.078 0.08
H -1.4709 2.0850 -1.6557 -0.146 0.033 -0.023 0.07
H -1.4919 0.4138 -2.2717 -0.129 -0.026 -0.113 0.07
H -2.0510 1.2788 0.8822 -0.071 0.025 -0.109 0.07
H -2.4275 -0.0640 0.0130 -0.049 0.029 0.011 0.07
```
Positions in Å, forces in eV/Å.



# 2
The following is a DFT calculation (ωB97M-V/def2-TZVPD) of 2 unconnected molecules or ions with the total composition C15H18O2 at a distorted geometry.

Output
Energy = -732.8135 a.u.
Structure (SMILES) = CCc1ccc(O)cc1.Cc1ccc(O)cc1
2S+1 = 1

Geometry as XYZ:
```
35
Properties=species:S:1:pos:R:3:forces:R:3:lowdin_charge:R:1
C 1.2080 -0.8664 -3.7325 0.246 -0.612 -1.341 -0.11
C 0.3234 -0.4920 -2.5450 -0.840 0.084 -1.152 -0.23
C 1.0477 -0.6906 -1.2479 -0.780 0.113 -1.050 -0.28
C 1.9388 0.3227 -0.9625 0.082 1.430 0.967 -0.07
C 2.6470 0.3411 0.2245 -0.176 -1.133 0.244 -0.03
C 2.5859 -0.8241 0.9783 0.020 0.106 1.034 -0.32
O 3.2897 -0.9492 2.1679 -0.268 -0.362 -0.278 0.02
C 1.7355 -1.8889 0.6795 0.708 0.511 -0.501 0.00
C 0.8817 -1.7939 -0.4302 1.303 -0.157 0.734 0.00
H 2.2520 -0.5840 -3.6221 0.105 -0.074 0.360 0.07
H 0.9478 -0.4792 -4.7241 -0.537 0.681 0.364 0.07
H 1.1540 -1.9307 -3.9905 0.294 -0.145 0.725 0.07
H 0.0241 0.5706 -2.6606 0.144 -0.484 0.222 0.11
H -0.6051 -1.0831 -2.6482 0.315 0.212 0.415 0.11
H 1.9242 1.2493 -1.5467 0.074 -0.508 -0.130 0.13
H 3.1828 1.1738 0.6476 0.262 0.334 -0.404 0.11
H 3.9605 -0.2716 2.2752 -0.017 0.172 -0.257 0.10
H 1.9650 -2.7629 1.2696 -0.811 -0.295 0.124 0.12
H 0.2108 -2.6097 -0.6668 -0.074 0.135 -0.112 0.12
C -0.0634 1.4510 2.7714 0.038 0.599 -1.134 -0.05
C -1.3055 1.3052 1.9121 0.120 -0.637 -0.726 -0.28
C -1.1423 1.3312 0.5313 -0.079 -0.909 0.361 -0.04
C -2.1399 0.8217 -0.3281 0.974 0.474 0.815 -0.02
C -3.2508 0.2635 0.2514 -1.251 0.272 0.434 -0.33
O -4.4121 0.0396 -0.4302 -0.135 -0.720 -0.648 0.04
C -3.3986 0.0739 1.6366 1.297 1.493 -0.046 0.00
C -2.5031 0.7807 2.4299 0.173 -1.125 0.989 -0.04
H -0.2272 2.2624 3.4842 0.412 -0.572 0.570 0.08
H 0.7558 1.7519 2.0989 -0.232 0.288 0.228 0.06
H 0.3065 0.4679 3.1061 -0.566 0.500 0.665 0.09
H -0.1303 1.5663 0.2137 -0.359 0.181 -0.525 0.09
H -1.9915 0.7938 -1.3936 -0.175 0.215 -0.274 0.09
H -4.3610 0.4215 -1.3112 0.133 -0.097 -0.073 0.10
H -4.1791 -0.5461 2.0331 -0.507 0.249 0.055 0.11
H -2.6311 0.7845 3.5290 0.106 -0.218 -0.650 0.12
```
Positions in Å, forces in eV/Å.



# 3
The following is a DFT calculation (ωB97M-V/def2-TZVPD) of 2 unconnected molecules or ions with the total composition C27H46F9N3O7PS at a distorted geometry.

Output
Energy = -3385.4025 a.u.
2S+1 = 1
Net charge = -1

Geometry as XYZ:
```
94
Properties=species:S:1:pos:R:3:forces:R:3:lowdin_charge:R:1
C 6.3209 -4.5182 1.5366 -0.722 0.429 0.536 -0.06
C 5.6053 -3.5752 2.5441 0.366 -1.265 0.163 -0.27
O 4.2366 -3.3867 2.1164 1.504 1.566 0.249 -0.20
P 3.9960 -2.0974 1.1659 -2.444 -1.026 -0.893 0.52
O 3.1917 -2.5637 0.0288 -0.157 0.042 -0.599 -0.26
C 3.0054 -0.9171 2.1241 1.327 0.773 0.700 -0.20
C 3.3835 0.5797 1.9070 -0.143 -0.666 0.902 -0.19
C 2.2051 1.4669 2.3907 0.499 0.837 -0.003 -0.21
N 1.6743 2.3617 1.3971 0.115 -0.192 0.299 0.05
C 0.6760 1.9999 0.5097 -0.122 -0.061 0.457 -0.31
N 0.2389 0.6747 0.5632 -0.064 0.861 -0.826 -0.07
C -1.1036 0.4080 1.0922 -0.046 -0.565 0.238 -0.11
C -2.2127 -0.0653 0.1096 -0.047 -0.122 0.234 -0.04
C -2.9003 -1.3917 0.5079 0.798 2.212 -0.483 -0.48
F -3.9999 -1.4680 -0.2648 -0.157 -0.632 0.155 0.13
F -3.2411 -1.2489 1.8048 -0.295 -0.780 0.133 0.13
C -1.9684 -2.6065 0.2916 -0.181 -0.737 -0.092 -0.44
F -1.0031 -2.6506 1.2004 0.040 0.253 0.694 0.14
F -1.3340 -2.4966 -0.8774 -0.408 0.214 -0.679 0.12
S -2.8357 -4.3038 0.2928 0.462 -0.982 0.653 0.78
F -3.5339 -4.0147 -1.0941 -0.104 0.491 0.110 -0.12
F -4.0446 -3.7458 1.1274 -0.180 0.133 -0.418 -0.12
F -2.1365 -4.7150 1.6739 0.036 0.107 -0.243 -0.14
F -1.5847 -4.9285 -0.4908 -0.057 0.050 0.125 -0.15
F -3.5145 -5.7302 0.2773 -0.051 -0.006 -0.030 -0.12
C 0.7601 -0.2507 -0.4408 1.037 -0.512 -0.360 -0.19
O 2.0052 0.2756 -0.8947 -0.354 0.203 -0.004 -0.18
C 2.1622 0.1254 -2.2785 0.276 -0.366 -0.846 -0.11
N 0.2392 3.0409 -0.3601 -0.203 -0.506 0.528 0.01
C -0.6701 2.6245 -1.3664 -0.185 0.531 -0.754 -0.16
O -0.2312 3.1157 -2.6754 -0.022 -0.284 0.248 -0.04
C -1.0851 2.6573 -3.6453 0.101 -0.021 -0.229 -0.31
C -0.6684 1.7249 -4.5652 0.948 -0.331 0.052 -0.02
C -1.5469 1.2490 -5.5051 0.030 -0.896 -1.115 -0.09
C -2.8468 1.6764 -5.5736 -0.922 0.329 -0.050 -0.10
C -3.2681 2.6397 -4.6776 -0.428 -0.137 -0.233 -0.08
C -2.3857 3.1058 -3.7444 -0.198 1.248 1.349 -0.03
C -0.2153 4.2641 0.3387 -1.555 1.130 -0.183 -0.33
C -0.5854 5.3988 -0.6632 0.418 -0.599 0.085 -0.05
C -1.4658 4.0566 1.2583 0.855 0.248 0.634 -0.20
C -1.0558 3.8609 2.7349 -0.203 0.301 -0.454 -0.10
O 5.3898 -1.4737 0.6755 -0.148 -0.277 0.776 -0.22
C 5.3840 -1.0207 -0.7045 0.340 0.106 -0.458 -0.26
C 5.7115 -2.1198 -1.7031 -0.110 -0.034 -0.024 -0.08
H 5.6663 -4.6138 0.6671 0.314 0.154 -0.113 0.08
H 6.3604 -5.5124 1.9862 0.412 0.052 -0.170 0.07
H 7.3003 -4.1257 1.2636 -0.014 -0.285 -0.063 0.07
H 6.1487 -2.6425 2.7153 -0.244 0.058 -0.291 0.10
H 5.5759 -4.0907 3.5085 -0.274 0.220 -0.042 0.11
H 1.9356 -1.0434 1.9546 0.202 -0.428 -0.405 0.08
H 3.1772 -1.1295 3.1879 -0.146 -0.039 -0.114 0.10
H 4.2363 0.7885 2.5648 0.017 -0.007 -0.236 0.10
H 3.7061 0.8105 0.8933 -0.421 0.025 -0.031 0.09
H 1.4153 0.8587 2.8501 -0.016 -0.013 -0.293 0.11
H 2.5746 2.1106 3.2018 -0.016 -0.089 -0.103 0.11
H 2.0765 3.2808 1.3826 -0.096 -0.003 -0.316 0.11
H -1.4543 1.3242 1.5602 0.185 0.006 -0.067 0.10
H -1.0134 -0.3041 1.9282 -0.082 -0.039 -0.226 0.12
H -3.0312 0.6602 0.1553 -0.016 -0.187 -0.055 0.13
H -1.9256 -0.1248 -0.9405 0.171 -0.030 0.149 0.11
H 0.9809 -1.2472 -0.0305 -0.344 0.121 0.133 0.11
H 0.1395 -0.4044 -1.3403 -0.280 0.195 0.287 0.11
H 1.3094 0.5121 -2.8525 -0.016 0.007 0.276 0.06
H 3.0425 0.6694 -2.6373 -0.038 0.091 0.432 0.09
H 2.3117 -0.9271 -2.5718 -0.105 0.077 0.189 0.10
H -0.7838 1.5452 -1.4657 0.347 0.034 0.276 0.11
H -1.6792 3.0374 -1.2270 0.134 -0.076 0.192 0.12
H 0.3509 1.3558 -4.5625 -0.037 0.105 0.115 0.11
H -1.2220 0.5053 -6.2273 0.141 0.048 0.134 0.11
H -3.5734 1.3073 -6.2882 0.311 -0.193 -0.108 0.10
H -4.2863 3.0112 -4.6933 0.072 -0.008 -0.022 0.11
H -2.6991 3.8689 -3.0334 -0.052 -0.079 -0.115 0.12
H 0.5442 4.7021 0.9908 0.397 -0.606 -0.225 0.12
H -0.3960 6.3711 -0.2015 -0.134 -0.087 -0.022 0.08
H 0.0103 5.3169 -1.5746 -0.118 0.095 0.052 0.07
H -1.6515 5.3247 -0.8954 0.148 0.140 -0.253 0.07
H -2.0406 4.9889 1.2311 -0.053 -0.158 -0.088 0.10
H -2.1252 3.2634 0.8925 0.139 0.013 -0.003 0.10
H -1.9387 3.9657 3.3718 0.183 -0.267 0.116 0.07
H -0.3672 4.6770 2.9871 -0.102 -0.106 0.122 0.07
H -0.5224 2.9268 2.9183 -0.206 -0.001 0.014 0.05
H 4.4200 -0.5571 -0.9194 0.106 -0.033 -0.026 0.08
H 6.1758 -0.2693 -0.7718 -0.173 0.029 0.309 0.12
H 6.5521 -2.7249 -1.3494 -0.034 0.122 -0.049 0.07
H 4.8648 -2.7778 -1.9024 0.020 0.089 0.198 0.07
H 5.9983 -1.6392 -2.6457 0.024 -0.096 0.100 0.08
O -7.5941 -1.2505 0.8590 0.097 -0.146 0.196 -0.18
C -7.0301 -1.9321 1.8016 1.434 1.248 -1.210 -0.42
C -8.2023 -2.8377 2.6463 -1.268 -1.152 1.166 -0.43
O -7.6387 -3.5041 3.5980 -0.097 0.166 -0.229 -0.18
H -6.5039 -1.3596 2.5979 -0.615 0.112 0.339 0.09
H -6.2762 -2.6902 1.4992 -0.553 -0.441 -0.141 0.08
H -8.7070 -3.4162 1.8425 0.582 -0.123 -0.287 0.09
H -8.9600 -2.0759 2.9314 0.472 0.419 0.161 0.09
```
Positions in Å, forces in eV/Å.



no.,molecular weight (Da)
1,87.17
2,230.31
3,758.70